[1]
Computed, not measured: C24H44AuFN3OPSb2 as an isolated structure in a non-equilibrium geometry, with ωB97M-V with the def2-TZVPD basis set.

Each line ends with the Löwdin charge.
CARTESIAN COORDINATES (ANGSTROEM)
1 Au 0.9243 1.4454 0.4386  0.49
2 C -3.1713 3.8430 -4.3557  -0.17
3 Sb -2.4675 2.7225 -2.6257  1.79
4 C -0.4927 2.3602 -3.2686  -0.24
5 C -2.0707 4.1867 -1.0512  -0.23
6 C -3.2115 4.3867 -0.1147  -0.29
7 C -4.4136 4.8818 -0.6398  -0.07
8 C -5.5404 5.0262 0.1374  -0.06
9 C -5.4817 4.6842 1.4839  -0.04
10 C -4.2974 4.2169 2.0221  -0.03
11 C -3.1386 4.0803 1.2531  -0.26
12 C -1.8553 3.7321 1.9612  -0.28
13 Sb -1.1728 1.6683 1.8812  1.33
14 C -0.6230 1.4458 3.9169  -0.28
15 C -2.9123 0.4709 1.8714  -0.26
16 H -4.2412 4.0265 -4.3114  0.03
17 H -2.9310 3.2549 -5.2391  0.03
18 H -2.5972 4.7726 -4.3227  0.06
19 H -0.1066 3.3022 -3.6673  0.04
20 H -0.4686 1.6002 -4.0494  0.03
21 H 0.0793 2.0261 -2.4076  -0.01
22 H -1.8597 5.0804 -1.6535  0.09
23 H -1.1712 3.7859 -0.5871  0.03
24 H -4.4478 5.1477 -1.6944  0.10
25 H -6.4610 5.3933 -0.2958  0.12
26 H -6.3544 4.8020 2.1121  0.12
27 H -4.2480 3.9947 3.0816  0.12
28 H -1.9665 3.8981 3.0318  0.06
29 H -1.0145 4.3229 1.6011  0.06
30 H -1.4785 1.7202 4.5338  0.02
31 H 0.2273 2.0756 4.1690  0.02
32 H -0.3642 0.4040 4.0998  0.02
33 H -3.4580 0.6703 2.7912  0.03
34 H -2.5996 -0.5711 1.8363  0.02
35 H -3.5093 0.7111 0.9971  0.00
36 O 1.2706 -0.8336 1.2182  -0.42
37 P 1.9523 -1.9891 0.5390  0.53
38 N 2.5736 -3.1023 1.5472  -0.19
39 C 3.9552 -3.6189 1.5402  -0.18
40 C 3.9979 -4.5466 2.7540  -0.16
41 C 3.0036 -3.9034 3.7265  -0.16
42 C 1.8768 -3.4558 2.8010  -0.18
43 N 3.2031 -1.4775 -0.4218  -0.18
44 C 3.4879 -0.0623 -0.6824  -0.19
45 C 3.9682 0.0053 -2.1430  -0.15
46 C 3.5563 -1.3423 -2.7464  -0.16
47 C 3.6850 -2.2819 -1.5551  -0.19
48 N 0.8800 -2.8306 -0.3778  -0.20
49 C -0.1535 -2.1427 -1.1657  -0.19
50 C -1.0173 -3.2763 -1.7370  -0.16
51 C -0.0999 -4.5038 -1.6870  -0.16
52 C 0.6725 -4.2855 -0.3920  -0.19
53 H 4.6724 -2.8018 1.6550  0.12
54 H 4.1813 -4.1366 0.6068  0.11
55 H 5.0020 -4.6252 3.1652  0.12
56 H 3.6562 -5.5461 2.4794  0.12
57 H 3.4630 -3.0438 4.2175  0.12
58 H 2.6498 -4.5985 4.4856  0.12
59 H 1.3065 -2.6056 3.1730  0.10
60 H 1.1811 -4.2826 2.6230  0.11
61 H 4.2392 0.3145 0.0117  0.12
62 H 2.5684 0.5541 -0.5274  0.02
63 H 5.0530 0.1054 -2.1664  0.12
64 H 3.5379 0.8515 -2.6760  0.11
65 H 4.1912 -1.6367 -3.5797  0.12
66 H 2.5191 -1.3109 -3.0889  0.10
67 H 4.7356 -2.5414 -1.3988  0.12
68 H 3.1007 -3.1952 -1.6561  0.11
69 H 0.3244 -1.5679 -1.9708  0.10
70 H -0.7138 -1.4380 -0.5453  0.09
71 H -1.3553 -3.0486 -2.7473  0.11
72 H -1.8949 -3.4391 -1.1097  0.11
73 H 0.5879 -4.5084 -2.5349  0.11
74 H -0.6549 -5.4397 -1.6805  0.12
75 H 1.6208 -4.8177 -0.3435  0.11
76 H 0.0625 -4.5936 0.4639  0.12
77 F -1.9512 1.4307 -1.0094  -0.51

Atoms 1-6, force components in eV/Å:
-0.17 -0.69 0.23
-1.38 -0.91 -0.69
3.50 0.93 2.83
-0.26 -0.28 -0.36
-0.43 -0.02 -0.54
-0.48 0.05 0.23

As for the total energy: -60878.1113 eV. As for the relative energy (zero: lowest compared OMol25 entry of this formula, charge and spin): 92.7 kcal/mol. As for the total charge: +2.

=====

[2]
Computed, not measured: a 6-piece molecular cluster, C36H78O2S overall in a non-equilibrium geometry, with ωB97M-V with the def2-TZVPD basis set.

Each line ends with the Löwdin charge.
CARTESIAN COORDINATES (ANGSTROEM)
1 C 1.7363 -3.0206 -4.5611  0.07
2 C 1.3932 -1.8616 -4.3462  -0.12
3 C 1.0657 -0.3837 -3.8922  -0.09
4 C 2.1175 0.0009 -2.7291  -0.38
5 C 3.0328 1.2213 -3.1799  -0.06
6 O 1.4403 0.3039 -1.4868  -0.09
7 C 2.0425 -0.3813 -0.3896  -0.70
8 O 1.2867 -0.9831 0.3361  0.07
9 S 3.8791 -0.2847 -0.0968  0.80
10 H 2.2422 -4.0172 -4.4322  0.06
11 H 0.0440 -0.3551 -3.3866  0.12
12 H 1.1382 0.3337 -4.7602  0.11
13 H 2.8100 -0.8970 -2.6264  0.11
14 H 4.0185 0.8818 -3.6340  0.09
15 H 3.3039 1.8897 -2.2973  0.08
16 H 2.5260 1.8513 -3.9844  0.08
17 H 4.4448 -0.7217 -1.2928  -0.10
18 C -1.4375 -2.4877 -6.2535  -0.12
19 C -1.9103 -3.9345 -6.2334  -0.26
20 C -1.3669 -4.7653 -7.3954  -0.23
21 C -1.7920 -4.2975 -8.7897  -0.23
22 C -3.3016 -4.2343 -9.0254  -0.27
23 C -3.9889 -5.5888 -8.9081  -0.11
24 H -1.7930 -1.9593 -7.1418  0.06
25 H -1.8184 -1.9556 -5.3778  0.06
26 H -0.3482 -2.4337 -6.2329  0.04
27 H -3.0044 -3.9645 -6.2193  0.10
28 H -1.5797 -4.3945 -5.2960  0.11
29 H -1.6700 -5.8084 -7.2540  0.10
30 H -0.2717 -4.7644 -7.3512  0.11
31 H -1.3458 -4.9706 -9.5309  0.11
32 H -1.3646 -3.3090 -8.9879  0.10
33 H -3.4775 -3.8426 -10.0327  0.10
34 H -3.7680 -3.5246 -8.3350  0.09
35 H -3.5611 -6.3058 -9.6137  0.07
36 H -5.0541 -5.4913 -9.1319  0.07
37 H -3.8999 -6.0008 -7.9004  0.07
38 C -7.2464 1.3652 -5.7859  -0.11
39 C -6.0608 1.9946 -6.5057  -0.27
40 C -5.1794 0.9757 -7.2281  -0.23
41 C -4.5056 -0.0629 -6.3276  -0.22
42 C -3.6166 0.5074 -5.2213  -0.27
43 C -2.4301 1.3032 -5.7499  -0.10
44 H -6.9235 0.6893 -4.9910  0.07
45 H -7.8646 2.1413 -5.3278  0.07
46 H -7.8731 0.8036 -6.4833  0.07
47 H -5.4675 2.5796 -5.7961  0.10
48 H -6.4421 2.7065 -7.2454  0.10
49 H -4.4140 1.5139 -7.7975  0.10
50 H -5.7856 0.4450 -7.9712  0.11
51 H -3.9034 -0.7273 -6.9580  0.09
52 H -5.2710 -0.6979 -5.8692  0.10
53 H -3.2351 -0.3253 -4.6212  0.08
54 H -4.2036 1.1317 -4.5405  0.10
55 H -1.8092 0.6879 -6.4069  0.07
56 H -1.8060 1.6452 -4.9196  0.06
57 H -2.7519 2.1866 -6.3062  0.07
58 C -2.1802 0.2964 -0.9559  -0.10
59 C -1.8544 1.7295 -1.3562  -0.27
60 C -1.4975 2.6240 -0.1698  -0.22
61 C -2.6098 2.8152 0.8644  -0.23
62 C -3.9170 3.3915 0.3188  -0.27
63 C -3.7639 4.7909 -0.2636  -0.12
64 H -3.0646 0.2464 -0.3167  0.07
65 H -2.3818 -0.3061 -1.8461  0.06
66 H -1.3421 -0.1596 -0.4227  0.07
67 H -2.6923 2.1544 -1.9187  0.10
68 H -1.0017 1.7119 -2.0439  0.09
69 H -1.1822 3.6022 -0.5492  0.10
70 H -0.6220 2.2055 0.3397  0.11
71 H -2.2356 3.4741 1.6563  0.11
72 H -2.8244 1.8571 1.3491  0.10
73 H -4.6434 3.4343 1.1371  0.10
74 H -4.3446 2.7243 -0.4358  0.10
75 H -3.3691 5.4837 0.4841  0.07
76 H -4.7344 5.1697 -0.5938  0.07
77 H -3.0958 4.7977 -1.1278  0.06
78 C 4.1032 0.7495 6.3488  -0.10
79 C 3.6683 -0.7094 6.3955  -0.27
80 C 4.2445 -1.5507 5.2567  -0.23
81 C 3.8210 -1.1249 3.8484  -0.23
82 C 2.3133 -1.1064 3.5971  -0.27
83 C 1.6603 -2.4749 3.7370  -0.11
84 H 3.7426 1.2491 5.4469  0.07
85 H 3.7000 1.2895 7.2090  0.05
86 H 5.1927 0.8332 6.3784  0.08
87 H 2.5756 -0.7680 6.4001  0.10
88 H 4.0018 -1.1407 7.3456  0.10
89 H 3.9673 -2.5979 5.4181  0.10
90 H 5.3389 -1.5201 5.3110  0.11
91 H 4.2923 -1.8021 3.1265  0.10
92 H 4.2247 -0.1296 3.6325  0.10
93 H 2.1373 -0.7424 2.5815  0.07
94 H 1.8218 -0.3943 4.2675  0.10
95 H 2.1135 -3.1953 3.0510  0.08
96 H 0.5955 -2.4096 3.5008  0.07
97 H 1.7497 -2.8630 4.7545  0.06
98 C 5.4919 3.6704 13.0714  -0.12
99 C 5.0570 2.2115 13.1191  -0.27
100 C 5.6360 1.3685 11.9828  -0.23
101 C 5.2161 1.7922 10.5729  -0.23
102 C 3.7086 1.8099 10.3178  -0.27
103 C 3.0561 0.4405 10.4588  -0.11
104 H 5.1338 4.1690 12.1679  0.07
105 H 5.0872 4.2127 13.9295  0.07
106 H 6.5812 3.7543 13.1033  0.07
107 H 3.9643 2.1529 13.1212  0.10
108 H 5.3881 1.7817 14.0704  0.10
109 H 5.3585 0.3215 12.1451  0.10
110 H 6.7301 1.3993 12.0396  0.11
111 H 5.6889 1.1140 9.8530  0.11
112 H 5.6199 2.7867 10.3563  0.10
113 H 3.5349 2.1729 9.2998  0.09
114 H 3.2148 2.5226 10.9854  0.10
115 H 3.5117 -0.2811 9.7755  0.06
116 H 1.9916 0.5041 10.2200  0.07
117 H 3.1432 0.0546 11.4770  0.07

Atoms 1-6, force components in eV/Å:
0.51 0.97 1.28
0.11 0.15 0.36
0.25 -1.59 0.66
1.43 0.36 -1.74
0.19 0.51 -0.17
1.77 -1.37 0.52

As for the total energy: -53525.2958 eV. As for the structure (SMILES): C#CC[C@@H](C)OC(=O)S.CCCCCC.CCCCCC.CCCCCC.CCCCCC.CCCCCC. As for the total charge: 0.

=====

[3]
Computed, not measured: a 10-piece molecular cluster, C13H46N6O15 overall in a non-equilibrium geometry, with ωB97M-V with the def2-TZVPD basis set.

Each line ends with the Löwdin charge.
CARTESIAN COORDINATES (ANGSTROEM)
1 C 0.2688 1.5929 0.8594  -0.83
2 O -0.7022 2.2384 1.0376  0.08
3 N 0.5905 0.7381 -0.0696  0.15
4 N 1.2862 1.5670 1.6568  0.13
5 H 0.0191 0.5493 -0.8808  0.12
6 H 1.4022 0.1638 0.1075  0.11
7 H 2.2145 1.3785 1.3062  0.11
8 H 1.1537 2.1149 2.4948  0.12
9 C -8.1075 4.8653 -0.7713  -0.81
10 O -9.0434 5.3335 -1.4237  0.01
11 N -7.2081 4.0568 -1.2416  0.16
12 N -7.8818 5.2366 0.4241  0.16
13 H -7.4514 3.4896 -2.0411  0.12
14 H -6.3629 3.7885 -0.7581  0.11
15 H -7.0114 5.0430 0.8984  0.12
16 H -8.5602 5.8361 0.8719  0.13
17 C -2.1706 -4.1092 4.7673  -0.79
18 O -2.9818 -3.6314 3.9838  0.02
19 N -0.9085 -4.2350 4.6007  0.16
20 N -2.5702 -4.8846 5.7606  0.14
21 H -0.4380 -4.8402 5.2583  0.11
22 H -0.3743 -3.5030 4.1548  0.13
23 H -3.5664 -5.0171 5.8610  0.12
24 H -1.8872 -5.2466 6.4107  0.10
25 C 1.9001 -0.9692 9.6882  -0.27
26 C 1.7469 0.3323 8.9502  -0.23
27 O 3.0126 0.8227 8.4527  -0.07
28 O 2.7999 -0.7998 10.7686  -0.06
29 H 2.2707 -1.7799 9.0608  0.11
30 H 0.9495 -1.3696 10.0404  0.12
31 H 1.3195 1.0946 9.6016  0.13
32 H 1.1044 0.0939 8.1026  0.12
33 H 3.1160 0.4507 7.5737  0.08
34 H 3.2688 0.0187 10.5902  0.07
35 C -2.1589 8.2805 -1.5743  -0.23
36 C -0.9985 9.2818 -1.8751  -0.24
37 O 0.2555 8.7396 -1.4858  -0.08
38 O -2.3173 7.9895 -0.1979  -0.06
39 H -1.9327 7.3634 -2.1181  0.12
40 H -3.0465 8.8166 -1.9104  0.11
41 H -1.0484 10.2303 -1.3403  0.12
42 H -0.9411 9.4162 -2.9553  0.11
43 H 0.8848 9.4462 -1.6477  0.08
44 H -2.1387 7.0574 -0.0535  0.08
45 C -4.3535 -6.8295 -2.1212  -0.29
46 C -3.7412 -5.4640 -2.2085  -0.29
47 O -4.6119 -4.4291 -1.9136  -0.04
48 O -3.4395 -7.8344 -2.3384  -0.06
49 H -5.0593 -7.0881 -2.9105  0.13
50 H -4.7064 -7.0048 -1.1050  0.13
51 H -3.5169 -5.3635 -3.2705  0.12
52 H -2.8323 -5.3574 -1.6165  0.13
53 H -4.6265 -4.3184 -0.9601  0.09
54 H -3.0760 -7.6029 -3.1963  0.08
55 C 4.7904 3.5087 -5.7937  -0.26
56 C 5.7328 3.9815 -6.8681  -0.34
57 O 5.3057 3.7791 -8.1188  -0.02
58 O 4.7420 2.1185 -5.5499  -0.05
59 H 3.8284 4.0176 -5.8544  0.13
60 H 5.2350 3.8989 -4.8782  0.11
61 H 6.6718 3.4872 -6.6188  0.12
62 H 5.9014 5.0520 -6.7511  0.12
63 H 6.1319 3.9262 -8.5850  0.10
64 H 3.8018 1.9453 -5.4634  0.08
65 C 2.9626 -6.9223 -2.1525  -0.26
66 C 3.4589 -5.6523 -2.8467  -0.23
67 O 4.5824 -5.9428 -3.7156  -0.07
68 O 3.8557 -7.1967 -1.1134  -0.05
69 H 2.8420 -7.6740 -2.9325  0.11
70 H 1.9131 -6.9896 -1.8660  0.12
71 H 3.6184 -4.8642 -2.1108  0.11
72 H 2.7189 -5.2181 -3.5190  0.11
73 H 5.0892 -5.1409 -3.8635  0.08
74 H 4.7448 -7.3560 -1.4385  0.09
75 O 5.1137 -2.6807 3.2923  -0.06
76 H 4.9719 -3.5190 3.7320  0.03
77 H 5.9890 -2.7543 2.9118  0.03
78 O -0.4784 0.0605 -6.0368  -0.06
79 H 0.0368 0.4416 -6.7479  0.03
80 H -1.3525 -0.0554 -6.4093  0.03

Atoms 1-6, force components in eV/Å:
0.20 -0.49 -0.49
-3.33 1.74 -0.04
-0.46 -2.91 -4.75
3.73 1.39 5.11
0.11 0.06 0.26
-0.62 -0.08 -0.52

As for the total energy: -53875.8753 eV. As for the structure (SMILES): NC(N)=O.NC(N)=O.NC(N)=O.OCCO.OCCO.OCCO.OCCO.OCCO.O.O. As for the total charge: 0.